This record from OMol25 describes a 2-piece molecular cluster, C3H8ClOP overall. The level of theory is ωB97M-V/def2-TZVPD.

Element x y z (Å)
1 Cl -1.86789 -1.06692 0.92992
2 P 1.03939 -1.91967 0.60985
3 O 0.73569 -2.24310 -0.76122
4 C -0.53066 0.63252 -0.65085
5 C -0.10560 1.98698 -1.14315
6 C -1.02815 0.41942 0.63681
7 H 0.71209 -0.62027 1.07954
8 H -0.69708 2.14425 -1.97686
9 H 1.02462 1.89957 -1.24261
10 H -0.43726 2.64778 -0.28452
11 H -0.47625 -0.24477 -1.27073
12 H 2.35618 -1.91814 0.99560
13 H 0.43779 -2.79084 1.66212
14 H -1.16285 1.07320 1.41610

Calculated values
**Largest force on an atom**: 0.108 Eh/bohr
**Frontier orbital gap**: 9.91 eV
**HOMO**: -9.098 eV
**Relative energy (zero: lowest compared OMol25 entry of this formula, charge and spin)**: 47.13 kJ/mol
**SMILES**: C/C=C/Cl.O=[PH3]
**Electronic energy**: -995.80961 a.u.